i.
DFT (ωB97M-V/def2-TZVPD) results for an isolated molecule of C4H5NO2.

Last column: Löwdin charge in e.
Element x y z (Å)
O: 2.789 0.960 -0.192  0.074
C: 2.083 0.010 -0.387  -0.170
C: 0.934 -0.389 0.577  -0.385
O: 1.453 -0.883 1.517  0.152
N: -0.474 -0.445 0.420  -0.026
C: -1.365 -0.228 -0.699  -0.124
C: -1.467 0.623 0.504  -0.094
H: 2.408 -0.863 -0.990  0.129
H: -1.940 -1.159 -0.816  0.118
H: -1.078 0.240 -1.630  0.104
H: -1.026 1.622 0.513  0.117
H: -2.317 0.512 1.183  0.107

Results
SMILES string: O=CC(=O)N1CC1
Total charge: 0
Kohn-Sham gap in eV: 10.07
HOMO level in eV: -9.47

---

ii.
DFT (ωB97M-V/def2-TZVPD) results for a structure of composition C4H5NO2.

Last column: Löwdin charge in e.
Element x y z (Å)
O: 0.013 2.953 0.456  0.072
C: 0.262 1.967 -0.189  -0.209
C: -0.317 0.614 0.129  -0.340
C: -0.890 -0.173 -0.994  0.077
N: 0.598 -0.497 -0.142  -0.019
C: 0.485 -1.665 0.655  -0.303
O: 0.996 -2.705 0.351  0.092
H: 0.913 1.988 -1.086  0.134
H: -0.778 0.567 1.115  0.148
H: 0.417 -0.615 -1.271  0.139
H: -1.595 -0.922 -0.602  0.063
H: -0.105 -1.512 1.578  0.145

Results
Total charge: 0
Kohn-Sham gap in eV: 9.90
HOMO level in eV: -9.83

---

iii.
DFT (ωB97M-V/def2-TZVPD) results for an isolated molecule of C4H5NO2.

Last column: Löwdin charge in e.
Element x y z (Å)
O: 2.437 -0.316 -1.825  0.171
C: 2.115 -0.077 -0.730  -0.190
C: 1.881 0.282 0.517  -0.145
O: 0.728 -0.262 1.136  -0.098
N: -0.189 -0.423 -0.081  -0.070
C: -1.609 -0.800 0.138  -0.100
C: -1.237 0.607 -0.112  -0.125
H: 2.490 1.124 0.846  0.117
H: -1.882 -1.091 1.137  0.104
H: -2.077 -1.391 -0.669  0.115
H: -1.440 1.053 -1.085  0.107
H: -1.218 1.294 0.728  0.113

Results
SMILES string: O=C=CON1CC1
Total charge: 0
Kohn-Sham gap in eV: 9.30
HOMO level in eV: -8.36

---

Which of them is the least stable? Correct choice: iii.

---

i.
DFT (ωB97M-V/def2-TZVPD) results for a structure of composition C7H16O2.

Last column: Löwdin charge in e.
Element x y z (Å)
C: 0.444 -0.567 -0.263  -0.477
C: -1.289 1.219 0.864  -0.329
C: 1.579 -0.497 -1.920  -0.140
C: 0.136 0.818 -0.392  -0.077
C: -0.623 -1.582 -0.598  -0.069
C: 1.332 -0.974 0.890  -0.052
C: -0.857 2.013 2.078  -0.082
O: -2.176 0.233 1.340  -0.060
O: 0.798 -0.410 -3.083  -0.083
H: -2.627 -0.177 0.595  0.081
H: 0.265 -1.210 -3.152  0.078
H: -1.845 1.875 0.178  0.107
H: 2.136 -1.438 -1.858  0.088
H: 2.274 0.341 -1.931  0.097
H: -0.336 1.118 -1.324  0.095
H: 0.946 1.482 -0.105  0.099
H: -1.253 -1.238 -1.417  0.085
H: 0.753 -1.095 1.805  0.086
H: -0.166 -2.539 -0.855  0.086
H: -1.224 -1.837 0.275  0.079
H: 1.817 -1.925 0.664  0.079
H: 2.120 -0.243 1.066  0.084
H: -0.200 2.830 1.780  0.072
H: -0.287 1.369 2.751  0.074
H: -1.717 2.434 2.610  0.078

Results
Total charge: 0
Kohn-Sham gap in eV: 8.29
HOMO level in eV: -7.60

---

ii.
DFT (ωB97M-V/def2-TZVPD) results for a cluster of 2 separate species, C7H16O2 in total.

Last column: Löwdin charge in e.
Element x y z (Å)
C: 1.484 -0.555 -1.756  0.045
C: 1.561 0.345 -0.634  -0.299
C: 2.746 -0.132 0.272  -0.046
C: 0.650 1.481 -0.421  -0.204
C: 0.015 1.305 0.934  -0.241
C: -0.843 0.067 1.209  -0.199
C: -2.308 -0.058 0.828  -0.284
O: -2.887 1.170 1.142  -0.087
H: 0.825 -0.149 -2.440  0.043
H: 2.153 -1.346 -1.641  0.049
H: 3.675 0.000 -0.172  0.049
H: 2.641 0.524 1.145  0.064
H: 2.504 -1.202 0.487  0.098
H: -0.113 1.557 -1.178  0.108
H: 1.030 2.544 -0.474  0.140
H: -0.744 2.201 1.276  0.145
H: 0.814 1.399 1.783  0.133
H: -0.795 -0.193 2.335  0.139
H: -0.136 -0.731 0.737  0.122
H: -2.952 -0.814 1.306  0.126
H: -2.463 -0.268 -0.248  0.109
H: -2.392 1.909 0.763  0.063
O: -0.035 -3.063 -1.538  -0.043
H: 0.479 -2.366 -1.449  -0.144
H: -0.983 -2.643 -1.654  0.113

Results
SMILES string: C=C(C)CCCCO.O
Total charge: 0
Kohn-Sham gap in eV: 9.91
HOMO level in eV: -9.25

---

Which of them is the least stable? Correct choice: ii.

---

i.
DFT (ωB97M-V/def2-TZVPD) results for a cluster of 2 separate species, C4H10OS in total.

Last column: Löwdin charge in e.
Element x y z (Å)
C: -0.056 0.542 2.224  -0.059
C: 1.424 0.739 2.072  -0.328
O: 1.954 1.794 1.827  0.040
H: -0.345 0.393 3.263  0.086
H: -0.300 -0.358 1.658  0.062
H: -0.608 1.377 1.814  0.075
H: 2.077 -0.075 2.452  0.119
C: 0.468 -1.550 -1.118  -0.446
S: -1.127 -1.050 -1.773  0.747
C: -1.251 0.658 -1.197  -0.433
H: 0.686 -1.134 -0.139  0.002
H: 1.294 -1.344 -1.800  0.034
H: 0.509 -2.631 -0.963  0.033
H: -0.456 1.008 -0.553  0.017
H: -1.323 1.334 -2.046  0.027
H: -2.146 0.789 -0.596  0.025

Results
SMILES string: CC=O.CSC
Total charge: 0
Kohn-Sham gap in eV: 9.49
HOMO level in eV: -8.63

---

ii.
DFT (ωB97M-V/def2-TZVPD) results for an isolated molecule of C4H10OS.

Last column: Löwdin charge in e.
Element x y z (Å)
C: -1.260 -1.257 -0.083  -0.083
C: -0.078 -0.478 0.434  -0.449
C: -0.553 0.995 0.707  -0.270
O: -0.886 1.756 -0.431  -0.043
C: 1.070 -0.385 -0.538  -0.569
S: 2.603 0.148 0.207  0.751
H: -1.710 -0.674 -0.889  0.082
H: -0.938 -2.217 -0.452  0.069
H: -2.075 -1.287 0.724  0.111
H: 0.142 -0.854 1.513  0.166
H: -1.418 0.910 1.343  0.110
H: 0.209 1.515 1.283  0.100
H: -0.081 1.782 -0.921  0.050
H: 0.865 0.310 -1.305  0.052
H: 1.104 -1.373 -0.970  0.073
H: 3.006 1.110 -0.623  -0.150

Results
SMILES string: C[C@H](CO)CS
Total charge: 0
Kohn-Sham gap in eV: 9.93
HOMO level in eV: -9.25

---

Which of them is the least stable? Correct choice: i.

---

i.
DFT (ωB97M-V/def2-TZVPD) results for a cluster of 2 separate species, C4H10OS in total.

Last column: Löwdin charge in e.
Element x y z (Å)
C: -3.214 1.268 -1.863  0.003
C: -1.870 1.351 -1.612  -0.299
O: -1.101 2.020 -2.429  0.013
H: -3.675 0.426 -1.355  0.039
H: -3.739 1.800 -2.626  0.040
H: -1.356 0.876 -0.760  0.108
H: -1.558 2.743 -2.835  0.097
C: 2.627 -0.891 0.371  -0.407
S: 1.653 -0.940 1.963  0.681
C: -0.008 -1.586 1.584  -0.451
H: 3.300 -1.786 0.199  0.042
H: 3.310 -0.047 0.464  0.016
H: 1.882 -0.948 -0.437  0.024
H: -0.387 -2.070 2.491  0.021
H: -0.690 -0.721 1.339  0.023
H: 0.070 -2.245 0.664  0.051

Results
SMILES string: C=CO.CSC
Total charge: 0
Kohn-Sham gap in eV: 9.27
HOMO level in eV: -8.42

---

ii.
DFT (ωB97M-V/def2-TZVPD) results for a cluster of 2 separate species, C4H10OS in total.

Last column: Löwdin charge in e.
Element x y z (Å)
C: 1.198 -1.079 -1.547  -0.018
C: 0.630 -2.192 -1.095  -0.268
O: -0.382 -3.099 -1.399  0.043
H: 2.008 -0.478 -1.066  0.067
H: 1.104 -0.726 -2.607  0.062
H: 0.799 -2.421 -0.032  0.105
H: -0.535 -2.980 -2.272  0.030
C: 0.474 0.293 1.872  -0.180
C: 0.527 1.611 1.112  -0.557
S: -1.224 2.116 0.493  0.595
H: -0.225 0.489 2.716  0.080
H: 0.123 -0.486 1.252  0.018
H: 1.477 -0.049 2.185  0.080
H: 1.218 1.723 0.247  0.061
H: 0.830 2.430 1.673  0.015
H: -1.128 1.637 -0.840  -0.133

Results
SMILES string: C=CO.CCS
Total charge: 0
Kohn-Sham gap in eV: 9.74
HOMO level in eV: -9.02

---

iii.
DFT (ωB97M-V/def2-TZVPD) results for an isolated molecule of C4H10OS.

Last column: Löwdin charge in e.
Element x y z (Å)
C: -1.989 -0.603 -0.657  -0.100
C: -1.177 0.435 0.028  -0.578
O: -0.987 0.264 1.343  -0.108
C: 0.304 0.285 -0.656  -0.705
C: 1.006 1.508 -0.286  -0.249
S: 1.369 -0.961 0.062  0.751
H: -1.290 -1.561 -1.168  0.141
H: -2.515 -0.195 -1.672  0.112
H: -2.882 -0.986 0.194  0.150
H: -1.531 1.465 0.033  0.147
H: -0.886 -0.778 1.500  0.146
H: 0.364 0.112 -1.691  0.070
H: 0.621 2.453 -0.878  0.114
H: 0.736 1.728 0.829  0.106
H: 2.175 1.509 -0.238  0.081
H: 2.338 -0.236 0.782  -0.078

Results
SMILES string: C[C@@H](O)[C@@H](C)S
Total charge: 0
Kohn-Sham gap in eV: 9.94
HOMO level in eV: -9.16

---

Which of them is the least stable? Correct choice: iii.